Here is a structure of composition C21H42F4N2SbSi3Y from the Open Molecules 2025 dataset. Energies are from the ωB97M-V functional and the def2-TZVPD basis.

DFT total energy   -67511.0768 eV
Relative energy (zero: lowest compared OMol25 entry of this formula, charge and spin)   20.61 kcal per mole
M   693.5 g mol⁻¹
HOMO-LUMO gap   6.50 eV
Charge   +2
HOMO   -13.361 eV
LUMO energy   -6.857 eV

Element x y z (Å)
Y1 -0.12108 0.58966 -0.01821
C1 0.83788 -2.64536 0.21652
C2 2.14868 -2.06898 0.73644
N1 2.18116 -0.58476 0.65252
C3 3.32266 -0.11857 -0.16589
C4 3.11390 -0.39003 -1.64808
C5 2.24742 0.05513 1.99108
C6 1.07169 -0.27621 2.89489
N2 -0.20504 0.01748 2.23883
C7 -1.34547 -0.43290 2.86540
C8 -2.52960 -0.56030 2.13199
F1 -2.47619 -0.16135 0.79591
C9 -3.71779 -1.05156 2.62028
F2 -4.76521 -1.13600 1.80519
C10 -3.80809 -1.44326 3.93789
C11 -2.68243 -1.27930 4.72493
F3 -2.74290 -1.58592 6.01181
C12 -1.49262 -0.78021 4.22284
F4 -0.48634 -0.58129 5.08614
H1 0.86732 -3.73284 0.28025
H2 0.68476 -2.38930 -0.83846
H3 -0.01403 -2.31046 0.81774
H4 2.97501 -2.47952 0.15723
H5 2.29708 -2.38001 1.76990
H6 4.24592 -0.59518 0.17776
H7 3.43139 0.95781 -0.00952
H8 3.04462 -1.45566 -1.86582
H9 3.95253 0.00785 -2.21758
H10 2.19849 0.09742 -2.01497
H11 2.25728 1.14048 1.82712
H12 3.17044 -0.22288 2.51049
H13 1.21203 0.31573 3.80038
H14 1.10455 -1.32672 3.19903
H15 -4.72222 -1.84588 4.34953
C13 3.30669 3.79012 -1.66138
Si1 2.64797 4.52455 -0.05976
C14 3.53109 3.94640 1.49624
C15 2.36419 6.37333 -0.09485
Sb1 0.13287 3.53632 0.06292
Si2 -1.24808 4.20876 2.29231
C16 -1.11337 6.07742 2.30566
C17 -0.29993 3.33256 3.64942
C18 -2.97131 3.51453 2.03092
Si3 -1.20139 4.16432 -2.14691
C19 -0.99445 6.01530 -2.33691
C20 -2.97401 3.60014 -1.87632
C21 -0.36760 3.14829 -3.49667
H16 4.39164 3.91399 -1.71230
H17 2.87884 4.30498 -2.52314
H18 3.08645 2.72543 -1.75350
H19 4.34468 4.64358 1.71304
H20 3.97488 2.95597 1.38434
H21 2.86808 3.93740 2.36206
H22 3.32607 6.89275 -0.13104
H23 1.83955 6.71496 0.79839
H24 1.78849 6.68559 -0.96654
H25 -0.09751 6.39626 2.54351
H26 -1.77828 6.50024 3.06345
H27 -1.39190 6.50999 1.34411
H28 0.73049 3.68650 3.71794
H29 -0.28769 2.25856 3.47016
H30 -0.77148 3.50691 4.62052
H31 -3.51473 4.06205 1.26039
H32 -3.54384 3.60023 2.95838
H33 -2.94833 2.45811 1.75620
H34 -1.21613 6.54401 -1.40938
H35 -1.67902 6.38948 -3.10295
H36 0.01862 6.27594 -2.64625
H37 -3.49049 4.23191 -1.15324
H38 -3.04310 2.56475 -1.53457
H39 -3.52296 3.66942 -2.81920
H40 0.69619 3.37213 -3.58564
H41 -0.83016 3.37135 -4.46198
H42 -0.48142 2.07237 -3.33276

---

Here is a structure of composition C34H47N5O2PPtS from the Open Molecules 2025 dataset. Energies are from the ωB97M-V functional and the def2-TZVPD basis.

DFT total energy   -70910.7636 eV
Relative energy (zero: lowest compared OMol25 entry of this formula, charge and spin)   0.00 kcal per mole
M   815.9 g mol⁻¹
HOMO-LUMO gap (spin up / spin down)   6.44 / 4.36 eV
Charge   +3
<S²>   6.019
HOMO (spin up / spin down)   -15.484 / -15.896 eV
Spin multiplicity   5
LUMO energy (spin up / spin down)   -9.043 / -11.537 eV

Element x y z (Å)
Pt1 -0.87305 0.60062 -0.17433
N1 -2.82247 0.97038 0.85374
C1 -4.12182 0.81137 0.12202
C2 -4.44257 1.89213 -0.90555
C3 -3.83957 1.70720 -2.30495
C4 -2.49827 2.38003 -2.57715
N2 -1.59252 2.41979 -1.39842
H1 -2.83083 0.31536 1.62881
H2 -2.80375 1.89163 1.28401
H3 -4.90877 0.80739 0.87831
H4 -4.10917 -0.16806 -0.35480
H5 -4.24118 2.88763 -0.48826
H6 -5.52736 1.86513 -1.01506
H7 -4.53789 2.11189 -3.03770
H8 -3.77401 0.63955 -2.50815
H9 -2.65895 3.41092 -2.89996
H10 -1.97785 1.87006 -3.38524
H11 -2.04892 2.97920 -0.68407
H12 -0.76482 2.95164 -1.65337
O1 -1.52791 -0.43225 -3.96242
C5 -1.47209 -0.96305 -2.86151
O2 -1.99716 -0.77109 -1.76201
C6 -0.38036 -2.17046 -3.02257
C7 -0.38968 -2.95266 -4.19062
C8 0.47133 -4.01633 -4.18403
C9 1.31240 -4.25024 -3.07407
C10 2.23997 -5.31972 -3.03094
C11 3.04555 -5.48439 -1.94315
C12 2.96316 -4.59457 -0.84506
C13 2.08349 -3.55036 -0.85148
C14 1.24842 -3.35378 -1.97270
N3 0.38349 -2.29711 -2.01239
H13 -1.05555 -2.72901 -5.01043
H14 0.52511 -4.67834 -5.04021
H15 2.30211 -5.99694 -3.87308
H16 3.75848 -6.29712 -1.91610
H17 3.61930 -4.74470 0.00255
H18 2.01755 -2.85565 -0.02406
N4 -1.18640 -5.72932 4.25663
C15 -2.02450 -5.25429 3.37998
S1 -3.52646 -5.93359 3.04101
C16 -1.69641 -4.00361 2.64075
C17 -1.88709 -3.91832 1.26778
C18 -1.59474 -2.71680 0.63404
N5 -1.14187 -1.64311 1.28353
C19 -0.96779 -1.73756 2.60611
C20 -1.23022 -2.88777 3.33159
H19 -1.39641 -6.54494 4.82061
H20 -0.27270 -5.31056 4.37354
H21 -2.23448 -4.76414 0.68822
H22 -1.73905 -2.60561 -0.43120
H23 -0.60911 -0.85137 3.11414
H24 -1.10402 -2.89026 4.40686
C21 2.66688 0.01151 -0.29994
C22 2.45584 0.82964 0.98195
C23 2.27095 -0.14282 2.14673
C24 3.70642 1.68828 1.20684
P1 0.91440 1.87078 0.71430
C25 1.45040 2.99890 -0.61513
C26 1.94402 4.28653 -0.39782
C27 2.42413 5.04929 -1.45389
C28 2.42860 4.53977 -2.74261
C29 1.94792 3.25815 -2.97742
C30 1.46496 2.49834 -1.92404
C31 0.40266 2.85283 2.22246
C32 -0.57933 3.94129 1.76637
C33 -0.34657 1.93388 3.19858
C34 1.57027 3.47882 3.00037
H25 3.43170 -0.74283 -0.10178
H26 3.02698 0.62829 -1.12122
H27 1.75868 -0.51083 -0.62059
H28 3.18315 -0.73552 2.24581
H29 1.44355 -0.82928 1.95769
H30 2.11522 0.36113 3.09994
H31 4.58045 1.03967 1.11648
H32 3.73761 2.13815 2.19555
H33 3.80846 2.47354 0.45782
H34 1.96899 4.71589 0.59226
H35 2.80025 6.04546 -1.26272
H36 2.80659 5.13712 -3.56154
H37 1.95142 2.85004 -3.97964
H38 1.09198 1.49895 -2.12668
H39 -1.47218 3.51347 1.30177
H40 -0.14831 4.65117 1.06437
H41 -0.91449 4.50018 2.64170
H42 -1.17407 1.40703 2.72197
H43 -0.75491 2.54462 4.00586
H44 0.31522 1.19952 3.65583
H45 2.24764 4.07317 2.39268
H46 2.15760 2.71666 3.51037
H47 1.15435 4.13433 3.76814